Here is 2 unconnected molecules or ions with the total composition C11H19NO5 from the OMol25 dataset. Energies are from ωB97M-V with the def2-TZVPD basis set.

Geometry (Å):
C: 0.0566 -0.9716 0.0232
C: -1.2983 -0.6618 -0.6177
O: -1.1698 -0.7244 -2.0355
C: -2.0887 0.0597 -2.7717
C: -1.3784 0.9607 -3.7659
O: -0.9694 2.2063 -3.2107
C: 0.1065 2.0918 -2.3304
O: -0.0407 3.1592 -1.3907
C: 0.1799 2.7844 -0.1048
O: 1.1958 2.3232 0.3014
O: -0.8810 2.9594 0.6859
C: -2.0373 3.6478 0.1867
H: 0.7704 -1.1995 -0.7703
H: 0.0008 -1.8194 0.7062
H: 0.4384 -0.0997 0.5595
H: -1.6417 0.3406 -0.3263
H: -2.0668 -1.3707 -0.2857
H: -2.6901 0.6883 -2.1020
H: -2.7802 -0.5938 -3.3187
H: -2.0651 1.2100 -4.5762
H: -0.5218 0.4298 -4.2008
H: 0.0959 1.1366 -1.8006
H: 1.0647 2.2095 -2.8483
H: -2.3515 3.2514 -0.7777
H: -2.8112 3.4877 0.9339
H: -1.8263 4.7143 0.0999
N: 1.8710 -2.0586 3.4461
C: 1.5007 -3.2587 3.9884
C: 2.4773 -4.1713 3.6905
C: 3.4748 -3.4932 2.9376
C: 3.0708 -2.1915 2.8036
H: 1.3406 -1.2086 3.5046
H: 0.5805 -3.3614 4.5377
H: 2.4778 -5.2090 3.9795
H: 4.3838 -3.9134 2.5408
H: 3.5320 -1.3540 2.3087

The net charge is 0. Its highest occupied orbital energy is -8.2 eV. The value obtained for the LUMO energy is 0.74 eV.

---

Here is C4H8S2 in the gas phase in a non-equilibrium geometry from the OMol25 dataset. Energies are from ωB97M-V with the def2-TZVPD basis set.

Geometry (Å):
C: 1.4606 1.1026 0.0025
C: -0.0653 1.3038 0.2006
C: -0.9876 0.5295 -0.4781
C: -2.2625 0.3893 0.2069
H: 2.4838 -0.6338 1.4493
H: 2.3106 1.4739 0.7292
H: 1.5762 1.5234 -1.1102
H: -0.2593 2.3423 -0.2516
H: -0.5021 1.1173 1.1830
H: -1.1971 0.5219 -1.5641
H: -3.0195 0.2472 -0.4915
H: -2.8547 1.0016 1.0940
S: 1.9216 -0.6302 -0.0802
S: -1.1346 -1.0914 0.0409

The net charge is 0. Its highest occupied orbital energy is -8.3 eV. The value obtained for the LUMO energy is 0.41 eV.

---

What did we get for relative energy (zero: lowest compared OMol25 entry of this formula, charge and spin)? Answer: 7.02, 96.02 kcal per mole, in the order shown.
What did we get for DFT total energy? Answer: -861.44390, -953.43361 a.u., in the order shown.